79
Properties=species:S:1:pos:R:3 method="wB97M-V/def2-TZVPD" max_force_ev_per_a=2.6 lumo_ev=-0.72 de_lowest_ev=0.000 energy_ev=-87793.8518
Ti 1.201 -1.043 1.599
C 3.555 -0.559 -2.845
C 3.107 -2.013 -2.620
C 2.982 -2.759 -3.963
C 1.777 -2.109 -1.866
C 1.814 -2.976 -0.732
C 0.624 -3.243 -0.044
C -0.577 -2.784 -0.470
C -1.804 -3.321 0.275
C -0.630 -1.920 -1.551
C 0.527 -1.605 -2.300
H 4.531 -0.406 -3.293
H 3.436 -0.009 -1.877
H 2.827 -0.126 -3.558
H 3.827 -2.594 -2.015
H 2.281 -2.290 -4.640
H 2.696 -3.792 -3.752
H 3.970 -2.702 -4.355
H 2.773 -3.323 -0.374
H 0.626 -3.925 0.805
H -2.460 -3.724 -0.514
H -2.304 -2.563 0.896
H -1.523 -4.155 0.879
H -1.588 -1.633 -2.041
H 0.498 -0.966 -3.182
O 4.637 -0.476 0.447
S 3.615 -0.004 1.379
O 2.992 -1.182 2.238
O 2.215 0.359 0.765
O 4.054 0.986 2.324
C -1.569 1.750 -5.573
C -1.394 1.620 -4.111
C -2.474 1.181 -3.346
C -2.373 1.070 -1.965
C -3.609 0.576 -1.281
C -1.176 1.435 -1.320
Te -1.007 0.877 0.796
N 0.828 -2.565 2.736
C 0.157 -1.774 3.453
O 0.307 -0.387 3.120
C -0.890 -2.100 4.403
C -0.824 -3.398 4.926
C -1.865 -3.906 5.639
C -2.954 -3.042 5.863
C -3.017 -1.718 5.391
C -1.956 -1.244 4.592
C -0.163 2.675 1.533
C 1.083 2.599 2.170
C 1.750 3.727 2.632
C 1.152 4.965 2.520
C -0.052 5.085 1.895
C -0.685 3.959 1.322
C -1.988 4.184 0.597
C -0.124 1.987 -2.050
C 1.136 2.587 -1.448
C -0.312 2.103 -3.435
H -0.609 2.088 -5.992
H -2.391 2.437 -5.798
H -1.858 0.791 -6.030
H -3.432 1.004 -3.748
H -4.211 0.142 -2.034
H -4.120 1.382 -0.743
H -3.295 -0.137 -0.532
H 0.139 -3.880 4.765
H -1.789 -4.885 6.119
H -3.717 -3.421 6.499
H -3.828 -1.113 5.669
H -2.027 -0.252 4.147
H 1.640 1.676 2.395
H 2.705 3.541 3.100
H 1.739 5.847 2.789
H -0.561 6.024 1.718
H -2.354 5.202 0.590
H -2.838 3.571 0.906
H -1.791 4.032 -0.453
H 1.637 1.835 -0.853
H 0.934 3.499 -0.893
H 1.824 2.775 -2.295
H 0.541 2.450 -4.001